[1]
DFT (the ωB97M-V functional and the def2-TZVPD basis) results for a single C5H14N2 molecule in a non-equilibrium geometry.

```
21
Properties=species:S:1:pos:R:3:forces:R:3:mulliken_charge:R:1
C -1.153289 -2.064518 0.028661 2.2 3.2 -0.9 -0.83
C -1.484799 -1.048693 -1.129787 -0.8 1.3 -0.7 -0.65
N -0.368093 -0.308083 -1.832483 -2.5 -0.9 0.9 -0.38
C 0.557661 0.414837 -0.951401 0.0 -0.3 -1.1 -0.39
C -0.211213 1.314362 0.120187 1.9 0.6 -0.7 -0.78
N 0.426145 1.331815 1.506537 -1.4 -0.7 -1.7 -0.39
C 1.904497 1.334624 1.705323 -0.2 -3.0 0.0 -0.78
H -1.859610 -2.056558 0.771193 -2.5 -0.2 1.5 0.31
H -1.041933 -3.065770 -0.346771 0.8 -0.3 0.1 0.32
H -0.318689 -1.565456 0.645038 -0.3 -1.5 -1.2 0.12
H -2.012515 -1.588043 -1.931537 0.2 0.0 0.2 0.43
H -2.223890 -0.200920 -0.914138 0.7 -1.6 0.6 0.29
H -0.097639 -0.958653 -2.557537 1.3 0.6 0.2 0.24
H 1.235564 -0.363795 -0.531300 0.0 1.1 0.4 0.34
H 1.099980 1.136931 -1.639744 -0.1 -1.1 1.0 0.28
H -1.307739 1.066219 0.161718 1.4 0.3 0.4 0.37
H -0.097013 2.333094 -0.283255 -0.5 -0.2 0.2 0.33
H -0.057545 0.478679 1.798670 1.2 0.2 1.2 0.30
H 2.494242 2.055657 1.171352 -0.5 1.0 -0.2 0.31
H 2.475515 0.357963 1.423342 -1.2 1.1 0.3 0.22
H 2.040364 1.396314 2.785924 0.2 0.4 -0.1 0.34
```
Forces are in eV/Å.

Molecular weight in g mol⁻¹: 102.18
Relative energy (zero: lowest compared OMol25 entry of this formula, charge and spin) in eV: 2.768
Charge: 0
Total energy in eV: -8389.8507
Gap between HOMO and LUMO in eV: 9.5


[2]
DFT (the ωB97M-V functional and the def2-TZVPD basis) results for a single C4H7NO molecule.

```
13
Properties=species:S:1:pos:R:3:forces:R:3:mulliken_charge:R:1
O -0.334430 -1.184042 1.370042 -0.1 0.1 0.1 -0.56
C 0.342869 -0.684496 0.267487 0.2 0.1 0.0 0.11
C -0.554200 -0.855013 -1.049000 0.0 0.0 -0.2 -0.42
C -0.162242 0.308957 -1.866305 -0.2 -0.1 0.2 -0.47
N 0.170920 1.399914 1.424718 0.2 0.0 -0.3 -0.64
C 0.729775 0.764360 0.482051 -0.2 0.1 0.2 -0.21
H -0.629432 -0.403682 1.876033 0.1 -0.1 0.0 0.39
H 1.256486 -1.266643 0.101514 -0.1 0.1 0.0 0.27
H -1.588184 -0.924089 -0.689857 0.1 0.1 -0.1 0.26
H -0.252669 -1.804509 -1.502355 0.0 0.1 0.1 0.29
H -0.923625 1.096642 -1.665214 0.2 -0.1 0.0 0.20
H 0.481437 2.369593 1.468771 0.0 -0.1 0.0 0.28
H 1.463294 1.183008 -0.217884 -0.1 0.0 0.1 0.51
```
Forces are in eV/Å.

Molecular weight in g mol⁻¹: 85.11
Relative energy (zero: lowest compared OMol25 entry of this formula, charge and spin) in eV: 5.381
Charge: 0
Total energy in eV: -7794.2638
Gap between HOMO and LUMO in eV: 8.4


[3]
DFT (the ωB97M-V functional and the def2-TZVPD basis) results for a single C34H57N5OS2 molecule in a non-equilibrium geometry.

```
99
Properties=species:S:1:pos:R:3:forces:R:3:mulliken_charge:R:1
C 8.564842 -7.016321 1.159642 0.3 0.0 -0.4 -0.95
C 7.183933 -6.125863 0.858954 1.0 0.1 1.1 -0.42
C 7.410522 -4.969680 -0.281023 -0.2 0.1 0.1 -0.53
C 6.016195 -4.571733 -1.110810 0.9 -0.4 -0.2 -0.51
C 5.872946 -2.921268 -1.249274 0.1 -0.6 -1.0 -0.61
C 4.332823 -2.428526 -1.593886 -0.2 -0.7 -0.8 -0.53
C 3.321678 -2.413685 -0.304137 0.7 -0.3 0.1 -0.56
C 3.133707 -0.955192 0.420544 -0.2 -1.3 1.6 -0.71
N 2.899996 0.206072 -0.518330 -1.5 0.1 0.9 0.55
C 3.564667 1.484445 -0.058467 0.4 1.0 0.8 -0.70
C 5.205132 1.454156 -0.059724 0.5 0.9 0.9 -0.05
C 5.700530 2.822572 0.749030 0.3 0.1 0.2 -0.78
C 7.209126 2.698836 1.384059 0.6 1.2 0.1 -0.52
C 8.359490 3.178833 0.269377 -1.1 -0.1 -0.2 -0.59
C 9.037852 4.627104 0.639577 0.7 0.0 -0.6 -0.57
C 10.686285 4.649461 0.556870 0.0 0.9 0.5 -0.38
C 11.098936 6.261557 0.406192 0.3 0.2 0.1 -0.90
C 1.438506 0.440565 -0.823819 0.2 0.7 -3.3 -0.49
S 1.027298 0.562562 -2.498995 0.8 -0.1 3.5 -0.11
S 0.046738 0.654487 0.408935 1.1 0.0 0.3 -0.11
C -0.931934 2.225017 0.124042 0.0 1.9 -1.8 -0.57
C -2.425271 2.010721 -0.518557 -0.7 1.2 0.1 -0.53
C -3.518632 1.327201 0.528398 0.6 -1.6 -1.1 -0.51
C -4.232071 0.093688 -0.337339 0.6 -2.7 -0.9 -0.12
C -3.182111 -1.131790 -0.775619 -5.1 0.3 -1.0 -0.15
C -3.763518 -2.373955 -1.673724 -3.1 3.6 1.4 -0.68
C -5.357769 -2.360793 -2.052631 2.1 0.8 0.4 0.55
N -5.887775 -3.515184 -2.890169 1.8 2.4 0.1 -0.60
C -6.428893 -1.153978 -1.625421 1.2 -0.6 0.0 0.25
N -7.840574 -1.316832 -2.114153 1.5 5.9 4.2 -0.52
C -8.664966 -0.168757 -1.602557 2.5 -0.7 0.2 -0.35
C -8.138602 1.063743 -0.680121 2.4 -1.7 -0.3 0.44
C -9.212712 2.221351 -0.239131 0.1 0.2 -0.9 -0.68
C -10.759400 1.706652 -0.064292 -0.3 1.0 -0.8 -0.62
N -10.971433 0.676393 1.027021 -3.0 0.4 0.4 0.16
C -11.734503 -0.545325 0.475399 -0.6 -1.2 -0.5 -0.30
C -11.977807 -1.714398 1.620819 0.7 -0.5 -0.5 -1.09
C -11.823797 1.387769 2.082500 2.6 3.2 4.9 0.40
C -13.466258 1.324216 2.166700 -0.5 0.3 -0.8 -0.82
O -11.208097 2.162305 3.015804 -3.6 -4.7 -6.1 -0.58
N -6.706754 1.213429 -0.250424 -3.3 -4.4 -3.4 -0.37
C -5.850801 0.077898 -0.734987 0.7 -0.6 -0.2 0.44
H 9.548609 -6.352970 1.087769 -2.2 -1.3 0.2 0.27
H 8.554909 -7.510247 2.226901 -0.1 1.0 -2.1 0.30
H 8.696408 -7.887649 0.364152 -0.4 1.9 1.6 0.25
H 6.949334 -5.550028 1.876617 0.2 -1.4 -2.2 0.21
H 6.313606 -6.877651 0.642178 1.6 1.6 0.2 0.31
H 7.762374 -3.999316 0.271643 -0.5 -1.9 -1.0 0.27
H 8.289884 -5.277708 -1.011936 -2.0 0.6 1.4 0.31
H 5.093145 -5.082467 -0.603559 1.7 1.2 -0.8 0.32
H 6.143217 -5.100651 -2.173360 -0.6 1.4 2.2 0.25
H 6.329351 -2.438731 -0.286535 -1.0 -0.7 -1.8 0.26
H 6.563481 -2.633971 -2.179144 -1.4 -0.4 2.1 0.24
H 4.304707 -1.415661 -2.224368 0.1 -2.1 1.7 0.33
H 3.900842 -3.252610 -2.342113 1.0 1.7 1.5 0.30
H 2.299375 -2.902102 -0.607031 1.9 1.2 0.6 0.28
H 3.818395 -3.127834 0.513335 -1.2 1.5 -1.6 0.28
H 4.085620 -0.811293 1.126233 -2.1 0.1 -1.8 0.29
H 2.222284 -1.081625 1.181291 1.8 0.4 -1.5 0.28
H 3.252916 2.423105 -0.727254 0.4 -2.3 1.3 0.27
H 3.187636 1.688151 1.053979 0.9 -0.1 -2.2 0.32
H 5.701687 1.487295 -1.119399 -1.3 -0.3 1.9 0.21
H 5.679408 0.553286 0.534847 -1.2 1.6 -1.3 0.09
H 5.717769 3.774777 0.031342 -0.2 -2.1 1.5 0.26
H 4.964237 3.069101 1.629719 1.3 -0.6 -1.7 0.35
H 7.304358 3.497383 2.264685 -0.4 -1.8 -1.8 0.30
H 7.464065 1.657841 1.857954 -0.7 1.9 -1.1 0.33
H 7.748738 3.334317 -0.739496 1.5 -0.4 2.0 0.25
H 9.144039 2.326621 0.065234 -1.4 1.8 0.6 0.33
H 8.751598 5.043924 1.699138 0.4 -1.0 -2.0 0.27
H 8.649085 5.417269 -0.147032 0.8 -1.6 1.6 0.22
H 11.132275 3.987396 -0.308838 -1.1 1.5 1.5 0.31
H 11.176544 4.228483 1.560145 -1.2 0.9 -2.1 0.23
H 11.234166 6.782161 1.459701 -0.3 -1.2 -2.1 0.23
H 12.101883 6.422672 -0.178134 -1.9 -0.4 1.1 0.28
H 10.274408 6.883865 -0.166560 1.6 -1.5 1.1 0.27
H -0.325906 2.889321 -0.660510 -1.2 -1.5 1.7 0.31
H -0.927026 2.848290 1.125406 -0.2 -1.6 -1.9 0.33
H -2.866582 3.092655 -0.758090 1.2 -2.1 0.5 0.33
H -2.397576 1.453444 -1.563164 0.2 1.0 2.5 0.31
H -4.289392 2.091021 0.967677 1.5 -1.6 -1.0 0.32
H -2.872924 0.817580 1.389019 -1.7 1.1 -1.7 0.24
H -2.051266 -1.137595 -0.471753 -2.5 0.3 -0.6 0.11
H -3.010394 -3.210415 -1.994862 -1.9 1.6 0.5 0.17
H -6.399038 -3.136665 -3.741766 0.8 -0.6 1.6 0.26
H -5.032887 -4.047207 -3.229853 -1.5 0.9 0.5 0.28
H -9.816621 -0.160544 -1.908811 3.0 -0.1 0.6 0.27
H -8.887093 2.819129 0.714161 -0.4 -1.5 -1.8 0.24
H -9.227114 3.015290 -1.129956 0.0 -1.7 1.8 0.31
H -11.236584 1.290699 -1.076626 1.3 0.9 2.1 0.36
H -11.413789 2.649847 0.217589 1.5 -1.6 -0.8 0.38
H -11.115547 -1.079982 -0.392149 -1.1 1.5 2.0 0.22
H -12.758926 -0.225408 -0.044504 2.0 -0.6 1.2 0.31
H -12.312106 -1.296000 2.666160 0.8 -0.8 -2.1 0.31
H -12.766530 -2.523202 1.256694 1.5 1.9 0.7 0.29
H -10.949674 -2.311021 1.711933 -2.3 1.4 0.1 0.32
H -13.908022 1.888639 3.106742 1.5 -1.2 -1.9 0.30
H -13.905630 1.906920 1.222080 1.1 -1.3 1.9 0.25
H -13.917250 0.242313 2.126207 1.1 2.1 0.0 0.26
```
Forces are in eV/Å.

Molecular weight in g mol⁻¹: 616.00
Charge: 0
Total energy in eV: -67327.0399
Gap between HOMO and LUMO in eV: 6.5


[4]
DFT (the ωB97M-V functional and the def2-TZVPD basis) results for a 2-piece molecular cluster, C4H7Br2ClO2 overall in a non-equilibrium geometry.

```
16
Properties=species:S:1:pos:R:3:forces:R:3:mulliken_charge:R:1
C -1.919296 -0.357989 0.180800 2.4 1.6 -3.6 -0.54
C 1.871520 0.366663 -1.089362 -0.2 1.3 0.0 -0.73
C -0.620765 0.376091 0.571045 1.2 -2.6 -0.5 -0.08
C 1.012184 -0.593435 -0.325929 -2.1 0.0 2.0 0.24
O -2.132787 -1.556979 0.802056 0.0 -0.5 0.5 -0.43
O -0.527076 1.627693 0.119495 0.6 1.3 0.4 -0.49
Cl 0.261443 -1.722902 -1.479310 0.7 0.1 0.1 -0.15
Br 2.667190 1.746048 0.144444 -0.2 -0.7 -0.5 -0.19
Br 1.996828 -1.613583 1.089202 -0.5 0.5 -0.8 -0.09
H -1.709227 -0.539985 -0.982469 -1.4 0.3 2.4 0.26
H -2.661152 0.424551 0.348893 -0.6 -0.2 -0.2 0.31
H 1.219831 0.981436 -1.743625 0.3 -0.5 0.4 0.36
H 2.699300 -0.041779 -1.684296 -0.3 -0.1 0.5 0.43
H -0.522731 0.348761 1.656889 0.8 -0.6 0.2 0.40
H -1.823628 -1.456636 1.705712 -0.1 -0.3 0.3 0.33
H 0.188365 2.012048 0.686455 -0.7 0.2 -1.0 0.35
```
Forces are in eV/Å.

Molecular weight in g mol⁻¹: 282.36
Relative energy (zero: lowest compared OMol25 entry of this formula, charge and spin) in eV: 0.000
Charge: 0
Total energy in eV: -160961.5435
Gap between HOMO and LUMO in eV: 9.6


[5]
DFT (the ωB97M-V functional and the def2-TZVPD basis) results for C26H24IrN2O7PS4 as an isolated structure in a non-equilibrium geometry.

```
65
Properties=species:S:1:pos:R:3:forces:R:3:mulliken_charge:R:1
Ir 1.280873 1.034848 -0.026544 -1.7 1.7 -3.4 2.20
C 2.632817 4.901140 0.104408 0.1 0.0 0.1 -1.44
C 1.513395 3.995891 0.511740 0.1 -0.1 0.2 0.90
O 1.744740 2.836486 0.898586 0.4 -0.3 0.5 -0.57
N 0.269486 4.463076 0.488486 -0.1 0.1 -0.1 -0.04
C -0.842529 3.554944 0.720270 0.0 0.0 0.1 -1.15
C -1.139749 2.829076 -0.556416 0.3 -0.1 0.0 0.91
C -2.351813 2.953211 -1.187937 0.0 0.1 -0.2 -1.03
C -2.525237 2.408143 -2.453909 -0.2 0.1 0.0 -0.28
C -1.457103 1.797301 -3.061134 0.2 0.0 -0.1 -1.05
C -0.273927 1.662476 -2.355624 0.0 0.4 -0.1 -0.41
N -0.106893 2.140865 -1.110718 -0.7 -1.1 -0.4 0.23
H 3.571589 4.361442 0.187257 0.0 0.0 0.0 0.34
H 2.658432 5.793210 0.731382 0.0 0.0 0.0 0.41
H 2.489245 5.205309 -0.933916 0.0 0.0 0.0 0.37
H 0.101587 5.345290 0.031124 0.0 0.0 0.1 0.25
H -1.699947 4.125217 1.066894 -0.1 0.0 -0.1 0.52
H -0.560127 2.848565 1.494964 0.0 0.1 0.1 0.27
H -3.155472 3.478373 -0.689575 0.0 0.0 0.0 0.45
H -3.478944 2.490731 -2.959574 0.0 0.0 0.0 0.44
H -1.527044 1.381805 -4.055307 0.0 0.0 0.0 0.45
H 0.568064 1.147482 -2.781797 0.0 0.0 0.0 0.65
O 5.232979 1.714439 -0.677241 0.0 0.3 -0.3 -0.70
S 4.008201 0.978391 -0.685587 -0.2 0.1 1.2 1.54
O 2.885116 1.612608 -1.449308 0.2 -0.1 0.4 -0.75
O 3.443545 0.714551 0.665655 0.4 -0.5 -0.4 -0.60
C 4.392101 -0.615321 -1.374661 -0.1 -0.3 -0.2 -0.47
C 5.716581 -0.786764 -1.754893 -0.1 0.0 0.0 -0.63
C 6.168550 -2.023096 -2.193621 0.1 0.0 0.0 -0.59
C 5.301948 -3.096162 -2.249077 0.0 -0.1 0.0 -0.61
C 3.970594 -2.933601 -1.891731 0.0 0.1 0.0 -0.54
C 3.503062 -1.703365 -1.456024 0.1 0.3 -0.2 -0.28
S 1.772239 -1.653135 -1.018263 -0.1 -0.3 1.5 1.50
O 1.194040 -0.421026 -1.681680 0.2 -0.4 1.1 -0.60
O 1.238426 -2.927525 -1.372929 -0.2 0.2 -0.8 -0.63
O 1.692063 -1.358061 0.412700 0.8 -0.6 -0.1 -0.56
H 6.386550 0.057060 -1.687777 0.0 0.0 0.0 0.56
H 7.205633 -2.141751 -2.479339 0.0 0.0 0.0 0.39
H 5.653021 -4.065790 -2.577728 0.0 0.0 0.0 0.40
H 3.270288 -3.754272 -1.946296 0.0 0.0 0.0 0.60
S -2.076818 -1.388520 -1.557580 0.0 0.0 -0.4 -0.37
P -1.858732 -1.154302 0.347863 -0.2 0.2 0.2 1.44
S -0.658997 0.379761 1.120283 0.4 0.0 0.9 -0.63
C -1.528046 -2.700464 1.225616 0.1 -0.2 -0.1 0.24
C -0.358384 -2.960155 1.922775 0.0 0.1 0.1 -0.15
C -0.147042 -4.220401 2.470187 0.0 0.0 0.0 -0.71
C -1.102928 -5.212155 2.327885 0.0 0.0 0.0 -0.45
C -2.290969 -4.944200 1.654649 0.0 0.0 0.0 -0.60
C -2.504149 -3.694053 1.102221 0.1 0.0 0.0 -0.67
C -3.401613 -0.600350 1.161849 0.1 0.2 0.2 0.09
C -4.503810 -0.222973 0.410504 0.0 0.0 0.0 -0.39
C -5.645166 0.258638 1.041990 0.0 0.0 0.0 -0.64
C -5.686916 0.364410 2.423956 0.0 0.0 0.0 -0.38
C -4.582992 -0.011380 3.182529 0.0 0.0 -0.1 -0.75
C -3.445305 -0.489797 2.553927 0.0 -0.1 0.0 -0.31
H 0.393516 -2.189275 2.019343 0.0 -0.1 0.0 0.34
H 0.775366 -4.426070 2.998026 0.0 0.0 0.0 0.42
H -0.923968 -6.199178 2.736161 0.0 0.0 0.0 0.37
H -3.045205 -5.714142 1.551287 0.0 0.0 0.0 0.39
H -3.420537 -3.486599 0.562027 0.0 0.0 0.0 0.36
H -4.457695 -0.319526 -0.668532 0.0 0.0 0.0 0.38
H -6.504325 0.550478 0.450195 0.0 0.0 0.0 0.40
H -6.579358 0.734863 2.912677 0.0 0.0 0.0 0.39
H -4.610759 0.069339 4.261833 0.0 0.0 0.0 0.40
H -2.581575 -0.775986 3.143450 0.0 0.0 0.0 0.38
```
Forces are in eV/Å.

Molecular weight in g mol⁻¹: 827.94
Relative energy (zero: lowest compared OMol25 entry of this formula, charge and spin) in eV: 2.637
Charge: 0
Total energy in eV: -100133.9119
Gap between HOMO and LUMO in eV: 7.2